Record 1
This record from the Open Molecules 2025 dataset describes a structure of composition C51H57N10O2TeTl at a distorted geometry. The level of theory is wB97M-V/def2-TZVPD.

## Properties
E	-84789.14356	eV
net charge	-2
2S+1	1
HOMO-LUMO gap	3.7130	eV

The geometry in XYZ format:
```
122
C51H57N10O2TeTl | the Open Molecules 2025 dataset | wB97M-V/def2-TZVPD
Tl -0.513 -1.158 -0.356
C 0.273 -3.310 2.361
C 0.669 -1.885 2.758
C 1.739 -1.923 3.806
C -0.522 -0.958 3.121
C -1.540 -1.488 3.918
C -2.088 -0.645 4.877
C -1.980 0.701 4.783
C -1.278 1.328 3.744
C -1.356 2.837 3.578
C -1.567 3.406 2.161
C -0.228 3.582 4.362
C -0.449 0.465 2.941
N 0.523 0.941 1.955
C 1.661 1.345 2.323
C 2.427 2.137 1.431
C 3.014 3.291 2.007
C 3.604 4.293 1.248
C 3.698 4.106 -0.153
C 3.452 2.874 -0.703
C 2.811 1.800 0.091
N 2.593 0.609 -0.468
C 3.362 -0.218 -1.240
C 3.169 -0.505 -2.624
C 3.818 -1.567 -3.298
C 4.734 -2.325 -2.628
C 5.052 -1.954 -1.296
C 4.430 -0.923 -0.593
C 4.887 -0.552 0.780
C 5.889 0.644 0.789
C 5.469 -1.779 1.487
C 2.530 0.540 -3.516
C 3.565 1.239 -4.332
C 1.424 -0.039 -4.429
H 1.266 -3.772 1.921
H -0.475 -3.398 1.561
H -0.074 -4.013 3.170
H 1.119 -1.442 1.911
H 1.358 -2.401 4.725
H 2.092 -0.895 4.041
H 2.714 -2.421 3.447
H -1.837 -2.542 3.832
H -2.909 -0.946 5.534
H -2.468 1.312 5.505
H -2.277 2.979 4.164
H -0.759 3.216 1.396
H -1.687 4.485 2.298
H -2.558 2.913 1.949
H 0.678 2.901 4.344
H -0.475 3.719 5.433
H 0.112 4.476 3.915
H 1.956 1.208 3.401
H 3.056 3.442 3.084
H 3.796 5.286 1.682
H 4.225 4.822 -0.759
H 3.785 2.663 -1.686
H 3.508 -1.777 -4.336
H 5.240 -3.160 -3.127
H 5.843 -2.506 -0.777
H 4.025 -0.204 1.298
H 6.698 0.348 0.186
H 6.343 0.691 1.827
H 5.482 1.620 0.531
H 6.492 -2.062 1.168
H 4.813 -2.706 1.351
H 5.596 -1.735 2.597
H 1.896 1.180 -2.850
H 3.149 1.998 -4.967
H 4.085 0.565 -5.044
H 4.334 1.735 -3.651
H 1.784 -0.901 -4.922
H 1.040 0.703 -5.162
H 0.611 -0.375 -3.810
C -2.921 5.281 -1.818
N -1.650 4.852 -2.417
C -1.028 3.579 -2.395
N 0.037 3.591 -3.155
C 0.195 4.885 -3.547
N -0.835 5.663 -3.139
C -4.008 4.200 -1.744
C -4.862 4.107 -2.851
C -5.715 3.022 -3.015
C -5.674 1.985 -2.075
C -4.727 1.991 -1.042
C -4.073 3.175 -0.750
C -4.413 0.761 -0.300
N -3.672 0.663 0.807
N -3.533 -0.710 1.054
C -4.322 -1.377 0.243
O -4.884 -0.524 -0.720
C -4.291 -2.773 -0.051
C -5.276 -3.359 -0.859
C -5.301 -4.767 -0.996
C -4.205 -5.489 -0.488
C -3.183 -4.889 0.309
C -2.100 -5.659 0.842
N -1.061 -6.086 -0.130
C -0.208 -5.327 -0.970
N 0.178 -6.198 -1.892
C -0.317 -7.393 -1.638
N -1.080 -7.357 -0.488
C -3.304 -3.518 0.534
H -3.302 6.114 -2.535
H -2.855 5.840 -0.821
H -1.338 2.754 -1.783
H 1.038 5.317 -4.079
H -4.777 4.897 -3.588
H -6.271 2.996 -3.904
H -6.383 1.228 -2.260
H -3.523 3.276 0.188
H -5.918 -2.638 -1.380
H -6.115 -5.270 -1.521
H -4.022 -6.565 -0.625
H -2.534 -6.573 1.321
H -1.534 -5.086 1.570
H 0.310 -4.445 -0.549
H -0.097 -8.318 -2.111
H -2.718 -3.139 1.312
O -2.362 0.184 -2.476
H -2.920 0.858 -2.875
H -1.881 -0.330 -3.194
Te -1.415 -3.340 -2.062
```

Results of the Mulliken charge analysis, in e, for atoms 1 through 99: Tl 0.3065; C -0.7840; C 2.3073; C -1.5689; C 1.0273; C -0.7226; C -1.3040; C -0.9304; C -0.0586; C 0.4392; C -1.3149; C -1.4029; C 0.2102; N 0.6148; C -0.0688; C 0.4572; C -0.8804; C -0.9417; C -0.7356; C -0.6754; C 0.4979; N 0.4735; C -0.6408; C 0.0298; C -0.1888; C -1.5716; C -0.0955; C 0.6430; C 2.3147; C -1.5562; C -1.7696; C 1.7994; C -1.7679; C -1.6262; H 0.1581; H -0.6094; H 0.4020; H -0.7659; H 0.3877; H 0.2746; H 0.2567; H 0.1860; H 0.2752; H 0.4962; H 0.5391; H 0.2044; H 0.5116; H 0.0476; H 0.1858; H 0.3496; H 0.4676; H 0.3810; H 0.3149; H 0.2509; H 0.4012; H 0.2044; H 0.1979; H 0.3216; H 0.1846; H -0.9597; H 0.4124; H 0.3332; H 0.2083; H 0.4557; H 0.3471; H 0.3207; H -0.2298; H 0.4491; H 0.3530; H 0.3002; H 0.2862; H 0.3573; H 0.3500; C -1.1150; N 1.1603; C -0.5594; N -0.2471; C -0.2804; N -1.1327; C 0.6444; C -0.6794; C -0.7727; C -0.6289; C 0.0031; C 0.2434; C 0.3194; N -0.2482; N -0.1594; C 0.1709; O -0.2605; C 0.4461; C -0.1990; C -1.1937; C -0.3990; C 0.2434; C -0.6940; N 1.0976; C -0.0425; N -0.6431

***

Record 2
This record from the Open Molecules 2025 dataset describes a structure of composition C51H58InN5O4SSi2Te. The level of theory is wB97M-V/def2-TZVPD.

## Properties
E	-108527.50114	eV
net charge	0
2S+1	1
HOMO-LUMO gap	6.2813	eV

The geometry in XYZ format:
```
123
C51H58InN5O4SSi2Te | the Open Molecules 2025 dataset | wB97M-V/def2-TZVPD
In -0.093 0.673 0.625
O 1.024 -1.539 -0.944
C 1.890 -2.622 -0.683
C 2.032 -2.706 0.864
C 2.872 -1.575 1.417
C 4.212 -1.804 1.709
C 5.018 -0.740 2.072
C 4.453 0.518 2.183
C 3.089 0.662 1.959
C 2.415 1.986 2.213
C 2.098 2.831 0.953
O 1.170 2.217 0.128
C 3.410 3.057 0.194
C 3.556 2.606 -1.109
C 4.736 2.841 -1.806
C 5.789 3.507 -1.200
C 5.651 3.958 0.108
C 4.466 3.743 0.792
C 1.521 4.206 1.344
C 1.319 5.122 0.312
C 0.719 6.346 0.547
C 0.309 6.688 1.831
C 0.511 5.794 2.867
C 1.112 4.561 2.624
N 2.323 -0.364 1.568
C 1.198 -3.843 -1.288
C 1.718 -4.651 -2.215
C 0.953 -5.761 -2.780
C -0.322 -5.956 -2.462
C -1.108 -5.042 -1.564
C -0.232 -3.972 -0.866
C 3.252 -2.326 -1.286
C 4.299 -3.235 -1.127
C 5.567 -2.944 -1.599
C 5.812 -1.728 -2.227
C 4.780 -0.818 -2.377
C 3.504 -1.115 -1.912
H 2.484 -3.658 1.150
H 1.028 -2.663 1.290
H 4.617 -2.803 1.628
H 6.071 -0.892 2.272
H 5.047 1.381 2.453
H 3.048 2.568 2.884
H 1.478 1.794 2.748
H 2.720 2.098 -1.570
H 4.828 2.509 -2.833
H 6.707 3.688 -1.743
H 6.461 4.492 0.587
H 4.354 4.132 1.798
H 1.629 4.855 -0.691
H 0.569 7.037 -0.273
H -0.159 7.646 2.018
H 0.200 6.048 3.872
H 1.252 3.889 3.460
H 2.729 -4.511 -2.564
H 1.454 -6.427 -3.471
H -0.868 -6.785 -2.892
H -1.529 -5.659 -0.759
H -0.276 -4.122 0.211
H 4.122 -4.178 -0.625
H 6.366 -3.663 -1.473
H 6.804 -1.493 -2.591
H 4.967 0.139 -2.849
H 2.701 -0.396 -2.011
N -4.428 1.233 -7.208
C -4.355 0.887 -5.866
C -3.117 0.633 -5.268
C -3.050 0.249 -3.944
C -4.212 0.107 -3.198
C -5.443 0.368 -3.776
C -5.515 0.749 -5.103
S -4.108 -0.422 -1.519
O -3.569 -1.793 -1.566
O -5.418 -0.290 -0.944
N -2.937 0.386 -0.827
C -2.960 1.731 -0.681
N -3.958 2.480 -1.176
C -3.873 3.788 -0.992
C -2.815 4.404 -0.337
C -1.818 3.562 0.120
N -1.880 2.245 -0.036
H -3.596 1.629 -7.611
H -5.272 1.693 -7.504
H -2.209 0.741 -5.849
H -2.086 0.065 -3.483
H -6.336 0.278 -3.173
H -6.479 0.948 -5.557
H -4.692 4.376 -1.396
H -2.761 5.473 -0.202
H -0.933 3.951 0.615
C -3.779 -5.036 -4.933
Si -3.664 -5.500 -3.124
C -5.254 -5.031 -2.257
C -3.430 -7.358 -2.967
C -2.289 -4.450 -2.337
Te -0.963 -1.851 -0.909
C -1.975 -2.251 0.928
Si -1.449 -2.888 2.633
C -0.142 -1.895 3.547
C -0.912 -4.687 2.561
C -3.053 -2.777 3.589
H -4.565 -5.595 -5.444
H -2.837 -5.223 -5.453
H -4.008 -3.972 -5.030
H -6.122 -5.380 -2.820
H -5.326 -3.946 -2.156
H -5.312 -5.463 -1.255
H -4.368 -7.846 -3.242
H -3.191 -7.664 -1.946
H -2.657 -7.746 -3.630
H -1.899 -3.790 -3.123
H -2.852 -3.805 -1.661
H -2.707 -2.991 0.575
H -2.525 -1.318 1.063
H 0.818 -2.411 3.579
H -0.477 -1.751 4.577
H 0.033 -0.909 3.116
H 0.138 -4.803 2.284
H -1.516 -5.272 1.864
H -1.036 -5.131 3.551
H -3.377 -1.737 3.668
H -2.932 -3.169 4.601
H -3.856 -3.334 3.102
```

Results of the Mulliken charge analysis, in e, for atoms 1 through 99: In 1.1631; O -0.8359; C 3.0163; C 0.3279; C -0.3894; C -0.7044; C -1.2058; C -0.6705; C -0.1409; C -2.4275; C 2.8123; O -0.7085; C 0.0815; C -0.2776; C -0.7002; C -0.6831; C -0.8565; C -0.4590; C -0.9294; C -0.0898; C -0.7421; C -0.5490; C -0.9563; C 0.0074; N 0.9438; C -0.4326; C -0.5748; C -1.1804; C -1.1316; C 1.0631; C 0.5171; C -0.3220; C -0.0357; C -1.0494; C -0.7783; C -0.5011; C -0.3958; H 0.5513; H -1.2187; H 0.5465; H 0.4363; H 0.5314; H 0.8323; H 1.0130; H 0.5116; H 0.5739; H 0.4042; H 0.4392; H 0.4150; H 0.3727; H 0.4203; H 0.4182; H 0.4232; H 0.3578; H 0.5827; H 0.4180; H 0.2788; H 0.1989; H -1.0147; H 0.5660; H 0.4261; H 0.4253; H 0.3376; H 0.1883; N -0.5631; C 0.9832; C -0.9475; C -0.3266; C -0.0599; C -0.6679; C -0.7376; S 0.9783; O -0.2304; O -0.8195; N -0.1334; C 0.1799; N -0.4364; C -0.3673; C -0.9604; C 0.3853; N -0.2109; H 0.2250; H 0.2179; H 0.3195; H 0.4001; H 0.5150; H 0.2972; H 0.4368; H 0.4621; H 0.0665; C -1.1020; Si 0.1364; C -0.9438; C -1.2041; C 0.1554; Te 0.6995; C 0.0565; Si 0.3437; C -0.7215

***

Record 3
This record from the Open Molecules 2025 dataset describes a cluster of 11 separate species, C51H60ClF9IN12O2P in total at a distorted geometry. The level of theory is wB97M-V/def2-TZVPD.

## Properties
E	-130190.98524	eV
net charge	0
2S+1	1
HOMO-LUMO gap	6.2527	eV
SMILES string	[H]/N=C(/C)C[C@]1(I)[C@@H](Cl)C(=O)O[C@@]1([PH2]=N)C(F)(F)C(F)(F)C(F)(F)C(F)(F)F.c1cc[nH]c1.c1cc[nH]c1.c1cc[nH]c1.c1cc[nH]c1.c1cc[nH]c1.c1cc[nH]c1.c1cc[nH]c1.c1cc[nH]c1.c1cc[nH]c1.c1cc[nH]c1

The geometry in XYZ format:
```
137
C51H60ClF9IN12O2P | the Open Molecules 2025 dataset | wB97M-V/def2-TZVPD
C -4.991 4.939 2.922
C -3.652 4.164 3.557
N -3.459 4.401 4.924
C -2.650 3.263 2.625
C -2.826 1.639 2.768
I -4.977 1.271 2.696
C -2.474 1.134 4.324
Cl -3.127 -0.586 4.748
C -0.863 0.892 4.152
O 0.134 1.131 5.006
O -0.835 0.283 2.780
C -1.803 0.798 1.753
P -0.598 1.956 0.749
N -1.448 2.607 -0.501
C -2.445 -0.315 0.729
F -3.050 -1.374 1.622
F -3.470 0.270 -0.215
C -1.370 -1.084 -0.237
F -1.066 -0.340 -1.517
F -0.018 -1.296 0.396
C -1.843 -2.592 -0.731
F -0.830 -2.989 -1.781
F -1.680 -3.636 0.348
C -3.298 -2.645 -1.476
F -4.474 -2.692 -0.578
F -3.536 -1.591 -2.488
F -3.320 -3.950 -2.240
H -5.971 4.307 3.013
H -5.068 6.016 3.418
H -4.738 5.102 1.767
H -2.586 3.913 5.221
H -2.836 3.621 1.501
H -1.543 3.516 2.991
H -2.896 1.757 5.217
H 0.486 1.198 0.119
H 0.016 2.967 1.572
H -1.413 3.649 -0.436
N 2.309 -0.032 2.726
C 3.228 -1.048 2.718
C 4.473 -0.494 2.522
C 4.300 0.906 2.415
C 2.953 1.164 2.547
H 1.310 -0.146 2.845
H 2.918 -2.076 2.849
H 5.406 -1.040 2.465
H 5.073 1.647 2.259
H 2.401 2.094 2.528
N 7.135 0.550 4.416
C 8.132 0.260 3.521
C 9.212 -0.220 4.228
C 8.852 -0.226 5.597
C 7.563 0.252 5.684
H 6.226 0.924 4.178
H 7.989 0.421 2.461
H 10.157 -0.534 3.804
H 9.466 -0.544 6.430
H 6.916 0.406 6.537
N 2.987 3.033 -1.522
C 4.061 3.827 -1.212
C 5.179 3.026 -1.150
C 4.766 1.703 -1.439
C 3.409 1.737 -1.668
H 2.033 3.354 -1.628
H 3.937 4.891 -1.061
H 6.183 3.358 -0.922
H 5.392 0.821 -1.476
H 2.708 0.952 -1.919
N 4.325 6.400 -4.673
C 3.380 5.692 -3.978
C 2.151 5.955 -4.542
C 2.364 6.848 -5.619
C 3.716 7.104 -5.679
H 5.317 6.402 -4.475
H 3.661 5.065 -3.142
H 1.204 5.546 -4.214
H 1.613 7.259 -6.280
H 4.295 7.725 -6.349
N 0.076 -0.302 7.518
C -1.073 -0.982 7.207
C -1.103 -2.134 7.960
C 0.066 -2.147 8.757
C 0.774 -1.003 8.466
H 0.363 0.579 7.111
H -1.768 -0.589 6.477
H -1.883 -2.884 7.938
H 0.360 -2.909 9.468
H 1.714 -0.629 8.851
N -2.749 -5.830 8.435
C -1.549 -5.690 7.787
C -0.596 -6.379 8.504
C -1.245 -6.959 9.620
C -2.574 -6.606 9.551
H -3.626 -5.424 8.137
H -1.477 -5.113 6.875
H 0.453 -6.456 8.249
H -0.791 -7.569 10.391
H -3.408 -6.840 10.200
N -0.540 -4.458 -4.188
C -0.364 -4.206 -5.524
C 0.512 -5.145 -6.023
C 0.872 -5.996 -4.951
C 0.206 -5.551 -3.831
H -1.129 -3.922 -3.564
H -0.874 -3.382 -6.004
H 0.853 -5.210 -7.048
H 1.545 -6.843 -4.992
H 0.200 -5.917 -2.813
N 0.750 5.668 -8.641
C -0.196 4.960 -7.946
C -1.424 5.222 -8.510
C -1.211 6.115 -9.588
C 0.140 6.371 -9.647
H 1.742 5.670 -8.443
H 0.085 4.333 -7.110
H -2.371 4.814 -8.182
H -1.963 6.527 -10.249
H 0.719 6.993 -10.317
N -5.042 -6.206 -2.012
C -5.508 -6.916 -0.936
C -6.278 -7.953 -1.412
C -6.272 -7.870 -2.825
C -5.498 -6.783 -3.168
H -4.452 -5.385 -1.961
H -5.254 -6.622 0.073
H -6.789 -8.691 -0.807
H -6.776 -8.531 -3.518
H -5.235 -6.372 -4.134
N -1.536 1.846 -8.231
C -2.685 1.166 -8.542
C -2.715 0.014 -7.789
C -1.546 0.001 -6.991
C -0.838 1.145 -7.282
H -1.249 2.727 -8.637
H -3.380 1.559 -9.272
H -3.495 -0.736 -7.811
H -1.253 -0.761 -6.281
H 0.102 1.520 -6.898
```

Results of the Mulliken charge analysis, in e, for atoms 1 through 99: C -0.8809; C 0.3032; N -0.6901; C -0.2628; C -0.6324; I 0.1614; C -0.2861; Cl -0.1193; C 0.4201; O -0.5888; O -0.0953; C 1.0733; P 0.0324; N -0.6739; C 0.4832; F -0.2567; F -0.2373; C 0.2798; F -0.2864; F -0.2191; C 0.4768; F -0.2634; F -0.2490; C 0.6199; F -0.2307; F -0.2010; F -0.3570; H 0.2085; H 0.3256; H 0.2570; H 0.2561; H 0.2499; H 0.1639; H 0.3415; H 0.1941; H 0.2006; H 0.2698; N 0.4452; C -0.7781; C -0.4475; C -0.7748; C -0.5730; H 0.0869; H 0.4456; H 0.4215; H 0.6933; H 0.4705; N 0.1158; C -0.2228; C -0.6411; C -0.3711; C -0.5619; H 0.1975; H 0.3912; H 0.3927; H 0.3808; H 0.3593; N 0.1594; C -1.0129; C -0.3310; C -0.5381; C -0.5970; H 0.2114; H 0.6692; H 0.4802; H 0.4391; H 0.5257; N 0.0235; C -0.1518; C -0.4101; C -0.5951; C -0.6043; H 0.2049; H 0.1443; H 0.4388; H 0.5618; H 0.3897; N 0.1408; C -0.0911; C -0.2151; C -0.5054; C -0.6040; H 0.2155; H -0.2881; H 0.5947; H 0.4283; H 0.3899; N 0.0088; C -0.5755; C -0.4067; C -0.4166; C -0.5322; H 0.2252; H 0.5067; H 0.4095; H 0.3919; H 0.3867; N 0.1566; C -0.4848